Record 1
The following is a DFT calculation (wB97M-V/def2-TZVPD) of a structure of composition C40H47N3O5SV in a non-equilibrium geometry.

Geometry as XYZ:
```
97
Properties=species:S:1:pos:R:3:forces:R:3:lowdin_charge:R:1
V -0.1899 -0.7317 0.7666 -0.606 -2.498 0.784 1.11
C 1.8972 4.7416 0.9048 -0.043 -0.023 -0.033 0.05
C 1.9411 3.7704 -0.2507 -0.038 -0.032 -0.077 -0.53
C 2.4085 4.4574 -1.5198 0.024 -0.020 -0.110 0.04
O 2.8001 2.6430 0.0499 -0.056 -0.236 0.131 0.01
C 2.2715 1.4622 -0.5028 -0.362 -0.037 0.155 -0.11
C 0.9357 1.9935 -1.1776 -0.236 -0.231 0.786 -0.16
O 0.6572 3.1491 -0.4237 0.121 -0.103 -0.036 -0.01
C -0.3516 1.1814 -1.4503 0.776 0.376 -1.052 -0.23
O -0.7447 0.3918 -0.2408 -0.961 2.035 -0.356 -0.16
C -0.1550 0.1172 -2.5296 -0.173 0.002 0.302 -0.17
C 1.0723 -0.1836 -3.1063 0.080 -0.078 -0.022 0.00
C 1.1691 -1.1912 -4.0626 0.047 0.001 -0.011 -0.03
C 0.0473 -1.9144 -4.4371 -0.006 0.009 0.031 -0.04
C -1.1880 -1.6095 -3.8700 -0.008 -0.065 0.007 -0.05
C -1.2860 -0.5981 -2.9289 -0.103 -0.052 -0.045 -0.04
C -1.4866 2.1343 -1.7733 -0.266 -0.252 0.449 -0.18
C -2.3096 2.6236 -0.7599 -0.030 0.084 -0.164 -0.03
C -3.3417 3.5011 -1.0634 0.046 -0.025 -0.023 -0.05
C -3.5488 3.8960 -2.3799 -0.007 0.004 0.023 -0.04
C -2.7141 3.4260 -3.3839 0.013 0.038 -0.038 -0.03
C -1.6848 2.5427 -3.0850 0.062 0.014 -0.107 -0.01
C 2.4279 0.3080 0.6231 0.595 1.562 0.489 -0.20
O 1.3929 -0.7554 0.4343 1.252 -0.216 -0.366 -0.12
C 3.8127 -0.2684 0.4072 -0.483 -0.536 -0.198 -0.20
C 4.9226 0.3956 0.9152 0.050 0.085 -0.041 -0.02
C 6.1918 -0.0921 0.6372 0.050 0.033 -0.046 -0.03
C 6.3561 -1.2272 -0.1483 0.070 0.065 0.059 -0.04
C 5.2480 -1.8750 -0.6708 -0.107 -0.047 -0.029 -0.05
C 3.9744 -1.3905 -0.4029 0.050 0.022 0.119 -0.03
C 2.1692 0.7475 2.0832 -0.164 -0.271 -0.442 -0.15
C 1.1779 1.6815 2.3801 0.019 0.101 0.116 -0.06
C 0.9644 2.0850 3.6994 -0.139 0.059 -0.150 -0.08
C 1.7035 1.5265 4.7298 -0.002 -0.063 0.126 -0.06
C 2.6212 0.5218 4.4466 0.020 -0.035 -0.042 -0.03
C 2.8471 0.1270 3.1331 0.099 0.037 0.050 0.00
H 2.7432 5.4244 0.8446 -0.039 -0.019 0.022 0.11
H 1.9434 4.2329 1.8607 -0.068 -0.109 0.102 0.08
H 0.9769 5.3254 0.8415 0.088 -0.008 -0.010 0.11
H 3.3964 4.8833 -1.3430 -0.065 -0.013 -0.038 0.11
H 1.7146 5.2611 -1.7725 0.073 -0.023 0.005 0.11
H 2.4939 3.7787 -2.3713 0.008 0.097 0.062 0.09
H 2.9225 1.1186 -1.2973 0.143 -0.124 -0.150 0.14
H 1.2228 2.3001 -2.1816 0.065 -0.088 -0.219 0.15
H 1.9695 0.3675 -2.8589 -0.061 -0.025 -0.013 0.11
H 2.1275 -1.3917 -4.5282 -0.073 -0.003 0.045 0.13
H 0.1289 -2.6935 -5.1852 -0.016 0.052 0.013 0.12
H -2.0786 -2.1393 -4.1931 0.073 0.053 0.011 0.12
H -2.2600 -0.3183 -2.5377 0.062 -0.023 -0.011 0.12
H -2.1252 2.3560 0.2723 0.015 -0.025 0.081 0.11
H -3.9714 3.8957 -0.2747 0.025 -0.050 -0.042 0.12
H -4.3560 4.5767 -2.6201 0.052 -0.017 0.007 0.12
H -2.8636 3.7462 -4.4080 0.009 -0.025 0.061 0.12
H -1.0380 2.1785 -3.8779 -0.098 0.027 0.056 0.13
H 4.8040 1.3026 1.4964 0.016 -0.073 0.017 0.13
H 7.0581 0.4256 1.0317 -0.053 -0.045 -0.028 0.12
H 7.3500 -1.6017 -0.3580 -0.034 0.021 0.021 0.12
H 5.3724 -2.7581 -1.2861 0.001 0.058 0.027 0.12
H 3.1071 -1.8920 -0.8197 0.039 -0.012 -0.016 0.11
H 0.6456 2.1868 1.5873 -0.053 0.107 -0.148 0.11
H 0.2576 2.8834 3.9078 0.053 -0.071 -0.033 0.12
H 1.5661 1.8691 5.7508 0.032 -0.032 -0.113 0.13
H 3.1871 0.0600 5.2467 -0.014 0.030 -0.039 0.13
H 3.5934 -0.6287 2.9243 -0.024 0.017 0.024 0.13
C -1.6946 -2.1611 4.6109 0.013 -0.131 0.003 -0.19
S -0.9930 -0.6476 4.0015 0.333 0.071 -0.089 1.05
C -2.3959 0.4267 4.1266 -0.115 0.072 0.013 -0.19
O -0.8970 -0.9415 2.4503 -0.237 0.328 0.484 -0.59
H -2.5252 -2.4631 3.9741 -0.011 0.024 0.052 0.08
H -2.0341 -1.9644 5.6323 0.051 -0.024 -0.070 0.09
H -0.9056 -2.9135 4.6277 -0.058 0.045 0.008 0.08
H -2.5529 0.6091 5.1948 0.011 -0.009 -0.096 0.10
H -3.2699 -0.0488 3.6827 0.003 0.038 0.014 0.08
H -2.1450 1.3662 3.6356 0.014 -0.022 0.020 0.07
C -5.0787 -2.7879 -0.2804 0.127 -0.012 0.047 -0.13
C -4.5764 -1.3653 -0.3171 0.043 -0.032 0.043 -0.12
N -3.1248 -1.3632 -0.0423 -0.027 -0.212 -0.031 0.12
C -2.3010 -2.3979 -0.2704 0.011 0.178 -0.041 -0.30
N -0.9551 -2.2610 0.0582 -0.147 -0.014 -0.162 -0.03
C -0.0390 -3.4012 -0.2377 0.019 0.089 0.000 -0.15
C -0.7619 -4.7075 -0.0173 -0.183 0.110 0.087 -0.13
C -1.9488 -4.7380 -0.9475 -0.090 0.054 0.003 -0.09
N -2.7783 -3.5230 -0.7642 0.100 -0.372 -0.044 0.02
C -4.1960 -3.6125 -1.1916 0.041 0.007 -0.046 -0.09
H -6.1122 -2.8352 -0.6175 0.002 0.009 -0.006 0.14
H -5.0351 -3.1821 0.7371 -0.052 -0.017 -0.016 0.13
H -5.0587 -0.7475 0.4353 0.021 0.046 0.072 0.13
H -4.7663 -0.9121 -1.2899 0.057 0.042 -0.072 0.14
H -2.7222 -0.4597 0.1107 0.166 0.271 -0.042 0.11
H 0.8306 -3.3319 0.4087 0.081 0.109 0.081 0.12
H 0.2946 -3.3231 -1.2730 0.050 0.124 -0.094 0.14
H -1.0987 -4.7848 1.0194 0.068 -0.057 0.003 0.13
H -0.0923 -5.5409 -0.2222 -0.016 -0.013 -0.026 0.14
H -2.5806 -5.5980 -0.7466 -0.101 -0.015 0.030 0.14
H -1.6271 -4.7984 -1.9880 -0.035 0.049 -0.070 0.14
H -4.4784 -4.6597 -1.1688 0.060 -0.090 0.016 0.14
H -4.2774 -3.2675 -2.2252 0.054 -0.027 -0.006 0.14
```
Forces are in eV/Å.

The gap between HOMO and LUMO comes out at 5.421 eV. The value obtained for the energy relative to the best compared isomer or geometry (same formula, charge and spin) is 27.0 kcal/mol. As for the lowest unoccupied orbital energy: -10.54 eV. The total charge is +3.

=====

Record 2
The following is a DFT calculation (wB97M-V/def2-TZVPD) of a cluster of 2 separate species, C40H47N4 in total in a non-equilibrium geometry.

Geometry as XYZ:
```
91
Properties=species:S:1:pos:R:3:forces:R:3:lowdin_charge:R:1
C -7.7205 -2.2812 -0.7235 0.588 0.104 -0.561 -0.05
N -7.2000 -1.3348 -1.7133 1.190 0.454 0.086 -0.20
C -8.1217 -1.0001 -2.8028 0.469 0.318 0.534 -0.05
C -5.8249 -0.9702 -1.7599 -1.677 -0.468 -0.039 -0.20
C -5.4356 0.3744 -1.8621 -0.312 0.026 -0.212 0.01
C -4.1116 0.7191 -1.9064 0.040 -0.144 -0.094 0.00
C -3.1080 -0.2655 -1.8651 0.423 0.150 0.049 -0.21
C -1.7350 0.1182 -1.8756 -0.994 0.036 -0.069 0.05
C -0.6911 -0.7550 -1.7884 1.508 -0.191 0.022 -0.01
C 0.6678 -0.3844 -1.7824 -0.684 -0.022 -0.018 -0.05
C 1.6832 -1.4376 -1.8040 0.165 -0.063 -0.111 -0.18
C 1.5956 -2.5292 -2.6845 -0.445 0.661 0.312 -0.01
C 2.5611 -3.4981 -2.6888 0.700 -0.343 0.282 0.01
C 3.6358 -3.4506 -1.7890 0.576 -0.468 0.030 -0.21
N 4.6475 -4.4677 -1.7939 -0.362 0.262 -0.024 -0.24
C 5.8768 -4.3381 -2.5803 -0.832 0.155 0.426 -0.06
C 4.5335 -5.6853 -0.9873 -0.150 0.813 -0.423 -0.06
C 3.7045 -2.3762 -0.8911 0.298 -0.757 -0.254 0.01
C 2.7654 -1.3836 -0.9104 -0.644 0.597 -0.332 0.00
C 1.0910 1.0189 -1.7508 0.191 0.178 0.198 -0.18
C 0.5507 1.9386 -0.8355 -0.086 -0.817 -0.289 -0.03
C 0.9628 3.2431 -0.8304 0.547 0.685 -0.378 0.01
C 1.9162 3.7022 -1.7529 0.234 0.679 0.008 -0.21
N 2.3396 5.0731 -1.7548 -0.176 -0.378 0.039 -0.23
C 3.4857 5.5336 -0.9650 -0.691 -0.509 -0.435 -0.06
C 1.6660 6.0911 -2.5667 0.279 -0.790 0.432 -0.06
C 2.4589 2.7847 -2.6654 -0.096 0.778 0.331 0.02
C 2.0720 1.4732 -2.6510 -0.364 -0.842 0.307 0.00
C -3.5027 -1.6128 -1.7810 -0.157 -0.002 0.172 0.00
C -4.8252 -1.9523 -1.7133 -0.002 -0.151 0.284 0.01
H -6.9670 -2.4986 0.0327 -0.007 0.063 -0.046 0.09
H -8.5889 -1.8488 -0.2255 -0.042 0.019 -0.022 0.09
H -8.0130 -3.2135 -1.2052 -0.127 -0.190 0.042 0.09
H -7.6168 -0.4005 -3.5590 0.010 0.003 0.071 0.09
H -8.4768 -1.9158 -3.2765 -0.053 -0.083 -0.036 0.09
H -8.9740 -0.4411 -2.4184 -0.144 0.016 -0.070 0.09
H -6.1980 1.1350 -1.8567 -0.128 0.131 -0.059 0.12
H -3.8263 1.7564 -1.9571 0.045 0.229 0.014 0.12
H -1.5240 1.1691 -1.9534 0.030 0.337 -0.131 0.12
H -0.8959 -1.8069 -1.7171 0.045 -0.256 0.016 0.11
H 0.7850 -2.5703 -3.3919 -0.191 -0.030 -0.162 0.12
H 2.5175 -4.3101 -3.3916 -0.018 -0.212 -0.164 0.12
H 5.8747 -3.3995 -3.1326 -0.022 -0.008 0.014 0.09
H 6.7441 -4.3507 -1.9205 0.218 -0.027 -0.015 0.08
H 5.9510 -5.1600 -3.2925 0.142 -0.083 -0.112 0.08
H 3.5993 -5.6871 -0.4280 -0.004 0.040 -0.024 0.09
H 4.5531 -6.5633 -1.6321 0.026 -0.214 0.002 0.08
H 5.3597 -5.7415 -0.2795 0.109 -0.132 0.141 0.08
H 4.5090 -2.3489 -0.1790 0.229 0.005 0.148 0.12
H 2.8215 -0.5631 -0.2148 0.073 0.183 0.134 0.12
H -0.1641 1.5918 -0.1086 -0.139 -0.070 0.243 0.11
H 0.5662 3.9390 -0.1123 -0.097 0.165 0.168 0.11
H 3.9211 4.7023 -0.4120 -0.025 -0.010 -0.020 0.08
H 4.2490 5.9505 -1.6218 0.170 0.116 0.012 0.08
H 3.1677 6.2952 -0.2530 0.075 0.150 0.120 0.08
H 0.8399 5.6499 -3.1225 0.020 -0.041 0.026 0.09
H 1.2696 6.8792 -1.9277 -0.077 0.200 0.015 0.08
H 2.3658 6.5271 -3.2786 0.045 0.158 -0.137 0.08
H 3.1914 3.1303 -3.3746 0.135 0.083 -0.126 0.12
H 2.4936 0.7725 -3.3527 0.125 -0.122 -0.130 0.13
H -2.7617 -2.3925 -1.7725 0.059 -0.175 -0.008 0.11
H -5.1192 -2.9852 -1.6460 -0.033 -0.219 -0.018 0.12
C 2.1049 3.4412 3.5047 -0.033 0.009 0.140 -0.15
C 0.7853 4.1635 3.1566 -0.100 -0.033 0.148 -0.15
C -0.2964 3.0742 3.0981 -0.082 -1.014 0.283 -0.16
N 0.2733 1.8571 3.7253 0.217 0.393 0.732 -0.07
C -0.4071 0.6133 3.6984 0.458 1.345 -0.850 -0.17
C -1.5643 0.3823 3.0351 0.591 -0.123 0.081 -0.04
C -1.8858 -1.0848 3.0514 -0.535 -0.143 0.003 -0.14
C -0.7823 -1.6954 3.8705 0.004 0.659 -0.067 -0.17
C 0.0671 -0.6637 4.2832 0.401 0.073 0.188 -0.11
C 1.1281 -0.9464 5.1376 -0.217 0.293 -0.158 -0.02
C 1.3587 -2.2547 5.5165 0.051 -0.030 0.055 -0.08
C 0.5354 -3.2761 5.0682 0.071 -0.152 -0.023 -0.09
C -0.5482 -3.0038 4.2512 -0.128 0.295 -0.145 -0.03
C 1.7532 1.9547 3.6696 -0.522 -0.557 0.031 -0.15
H 2.8646 3.5878 2.7276 -0.181 -0.113 0.152 0.10
H 2.5262 3.8415 4.4345 -0.119 -0.116 -0.207 0.11
H 0.5368 4.9117 3.9185 0.059 -0.216 -0.143 0.11
H 0.8598 4.7031 2.2059 -0.062 -0.144 0.146 0.09
H -1.2116 3.3611 3.6243 0.052 -0.032 -0.088 0.12
H -0.5702 2.8407 2.0653 -0.100 0.072 -0.298 0.09
H -2.1212 1.1326 2.4990 -0.160 -0.023 -0.054 0.09
H -2.8664 -1.2751 3.5088 0.090 -0.164 -0.153 0.12
H -1.8918 -1.5004 2.0343 -0.153 0.020 0.089 0.11
H 1.7336 -0.1496 5.5291 0.229 0.062 0.073 0.09
H 2.1862 -2.4793 6.1711 0.072 -0.048 0.096 0.10
H 0.7408 -4.2922 5.3621 0.013 -0.164 0.076 0.10
H -1.2032 -3.7894 3.9136 -0.120 -0.210 -0.010 0.11
H 2.1050 1.3601 2.8201 0.231 0.002 -0.069 0.11
H 2.1978 1.5378 4.5761 -0.014 0.085 -0.183 0.09
```
Forces are in eV/Å.

The gap between HOMO and LUMO comes out at 4.442 eV. The value obtained for the energy relative to the best compared isomer or geometry (same formula, charge and spin) is 25.1 kcal/mol. As for the lowest unoccupied orbital energy: -4.90 eV. The total charge is +1.